Formula: C40H49Cl2N2O2P3Ru
Source: the OMol25 dataset
Level of theory: ωB97M-V with the def2-TZVPD basis set

Summary:
DFT total energy: -104825.0083 eV
HOMO (alpha / beta): -11.18 / -11.87 eV

```
! wB97M-V def2-TZVPD RIJCOSX def2/J DEFGRID3
* xyz 2 5
Ru -1.671 -0.800 -0.115
Cl -3.734 -1.766 0.516
Cl -1.368 -2.223 -2.018
P -1.360 2.613 3.254
P 3.107 1.838 -1.868
P -2.780 0.551 -1.597
O -0.371 -2.216 1.221
O 1.345 1.566 2.002
N -1.013 -5.521 0.590
N -1.234 -4.376 1.264
C 3.960 0.892 -0.687
C 0.528 -4.097 -0.089
C 2.208 5.098 0.102
C 6.144 0.272 0.862
C -1.166 4.323 2.696
C -1.747 -6.749 0.813
C 2.922 -0.060 -3.969
C 0.257 0.691 0.049
C -0.121 2.276 4.519
C 4.898 -0.291 1.187
C -4.064 -0.405 -2.463
C -2.318 -4.174 2.152
C -0.309 -3.423 0.850
C -1.922 0.534 1.496
C 2.674 3.836 -0.229
C 0.229 1.702 1.070
C -1.064 1.516 1.838
C 0.030 -0.379 -0.623
C 0.026 -5.363 -0.253
C -2.116 -3.385 3.293
C 3.766 0.015 0.408
C 3.534 2.238 -5.556
C 2.107 3.153 -1.331
C -3.690 1.896 -0.791
C 6.333 1.122 -0.246
C 3.658 0.932 -6.061
C 0.448 -6.448 -1.167
C -4.426 -3.737 3.913
C -1.847 1.364 -2.932
C -3.170 -3.179 4.178
C 1.095 5.619 -0.574
C 5.233 1.411 -1.034
C -3.008 2.371 3.930
C 0.950 3.653 -1.983
C -4.635 -4.481 2.747
C 3.095 2.410 -4.255
C -3.585 -4.683 1.853
C 0.449 4.894 -1.590
C 3.343 -0.207 -5.295
C 2.876 1.259 -3.451
H -0.421 5.329 -2.100
H -2.148 -6.800 1.828
H 3.767 3.129 -6.146
H -3.765 2.641 3.178
H -2.823 0.330 2.102
H -5.614 -4.903 2.515
H -2.985 2.627 -0.380
H 0.857 2.297 4.020
H -1.133 -2.945 3.461
H -0.170 4.447 2.244
H -3.749 -5.194 0.902
H 1.281 -6.085 -1.780
H 2.195 1.394 1.552
H -0.159 3.010 5.339
H 3.450 -1.208 -5.736
H -4.502 0.198 -3.265
H -3.601 -1.307 -2.874
H -1.936 4.536 1.939
H 2.664 -0.917 -3.338
H 3.996 0.818 -7.090
H -2.565 -6.859 0.089
H -2.517 1.601 -3.770
H -4.358 2.389 -1.508
H -3.137 1.314 4.212
H 2.791 -0.449 0.612
H 0.502 3.109 -2.821
H -1.054 0.700 -3.291
H 7.023 0.051 1.469
H -4.278 1.469 0.028
H 5.281 2.073 -1.916
H 0.701 -0.627 -1.488
H 0.791 -7.342 -0.627
H -0.359 -6.753 -1.850
H -1.277 5.030 3.535
H 3.011 3.393 -3.785
H 3.551 3.401 0.255
H 0.726 6.607 -0.285
H 2.738 5.663 0.875
H -3.160 2.999 4.826
H -4.824 -0.702 -1.734
H -1.057 -7.588 0.674
H -3.002 -2.581 5.074
H 1.335 -3.637 -0.621
H 4.812 -0.966 2.056
H 0.268 2.695 0.554
H -0.294 1.267 4.922
H -5.251 -3.585 4.612
H 7.296 1.559 -0.528
H -1.395 2.294 -2.568
*
```

Löwdin atomic charge list, values in e, 4 entries: atom 1 (Ru): 0.84, atom 2 (Cl): 0.11, atom 3 (Cl): 0.08, atom 4 (P): 0.89